(1)
# C2H2N4O2

One molecule with the formula C2H2N4O2 (ωB97M-V/def2-TZVPD, the OMol25 dataset).

Last column: Löwdin charge in e.
CARTESIAN COORDINATES (ANGSTROEM)
N: -0.4216 1.4310 -0.9470  0.12
C: -0.1492 0.0763 -0.4827  -0.20
N: -1.0395 -0.8761 -0.6114  0.02
N: -0.8524 -2.0115 0.0425  -0.03
N: -0.1184 -2.1219 1.0218  0.14
O: 0.6994 -0.8609 1.7674  0.00
C: 0.9368 -0.0139 0.6856  -0.38
O: 1.9322 0.7517 0.6811  0.06
H: -1.3342 1.4690 -1.4480  0.12
H: 0.3469 2.1563 -0.7092  0.15

structure (SMILES): Nc1nnnoc1=O
LUMO energy: -1.2 eV
Kohn-Sham gap: 0.34329 Ha

---

(2)
# C2H2N4O2

One molecule with the formula C2H2N4O2 (ωB97M-V/def2-TZVPD, the OMol25 dataset).

Last column: Löwdin charge in e.
CARTESIAN COORDINATES (ANGSTROEM)
O: -2.1134 -1.3374 -0.1817  -0.14
N: -1.2663 -1.1911 -1.4255  0.01
C: -0.1699 -0.5972 -1.3187  -0.13
C: 0.3769 -0.0765 -0.0792  -0.36
N: 1.4985 0.4364 -0.2191  0.02
N: 1.9146 1.1824 0.7355  0.17
O: 0.5849 1.3408 1.4654  -0.06
N: -0.2783 0.5099 1.0122  0.15
H: -2.5105 -2.3536 -0.3939  0.19
H: 0.4172 -0.1937 -2.2100  0.15

structure (SMILES): O/N=C\c1nnon1
LUMO energy: -0.9 eV
Kohn-Sham gap: 0.35013 Ha

---

(3)
# C2H2N4O2

One molecule with the formula C2H2N4O2 (ωB97M-V/def2-TZVPD, the OMol25 dataset).

Last column: Löwdin charge in e.
CARTESIAN COORDINATES (ANGSTROEM)
H: 2.6214 -0.6004 1.7437  0.05
N: 2.0854 -0.8768 0.9911  0.19
N: 1.3845 0.0812 0.6640  0.07
C: 0.7824 0.3762 -0.4828  -0.50
O: 1.3655 1.0534 -1.3077  0.11
N: -0.6324 0.4760 -0.6038  0.21
C: -1.6298 -0.2546 -0.0956  -0.60
N: -2.0051 -1.1938 0.5830  0.25
O: -2.9020 -0.3226 -0.4209  0.05
H: -1.0701 1.2614 -1.0711  0.17

structure (SMILES): [H]/N=N/C(=O)NC1=NO1
LUMO energy: -1.0 eV
Kohn-Sham gap: 0.31997 Ha

---

(4)
# C2H2N4O2

One molecule with the formula C2H2N4O2 (ωB97M-V/def2-TZVPD, the OMol25 dataset).

Last column: Löwdin charge in e.
CARTESIAN COORDINATES (ANGSTROEM)
O: -2.0861 -1.0567 0.1108  0.12
N: -1.3791 -0.0709 -0.0436  -0.30
O: -1.9071 1.0853 -0.1172  0.04
C: -0.0056 -0.0348 0.0167  -0.26
N: 0.8057 -1.1452 -0.0609  0.16
C: 2.0007 -0.6574 -0.0176  -0.28
N: 2.1222 0.6367 -0.0167  0.09
N: 0.8237 1.0408 0.1106  0.09
H: 2.8664 -1.3611 -0.1106  0.13
H: 0.5017 2.0554 0.2415  0.21

structure (SMILES): O=[N+]([O-])c1ncn[nH]1
LUMO energy: -1.7 eV
Kohn-Sham gap: 0.34670 Ha

---

Top of the stability list: (4), leading by 0.351 eV.

---

(1)
# C2H2N4O2

A 2-piece molecular cluster, C2H2N4O2 overall (ωB97M-V/def2-TZVPD, the OMol25 dataset).

Last column: Löwdin charge in e.
CARTESIAN COORDINATES (ANGSTROEM)
C: 0.3853 1.0464 0.2896  -0.24
C: -0.1857 -0.9297 -0.2435  -0.21
N: 0.8527 -0.1668 -0.0551  0.04
N: -0.9305 1.0477 0.2830  0.00
N: -1.2872 -0.1716 0.0355  0.03
N: -3.7136 0.0322 -0.0826  -0.23
O: -3.9211 1.1202 -0.3545  0.21
O: -4.0777 -0.9254 0.4556  0.19
H: 1.0431 1.9183 0.5149  0.12
H: -0.3510 -1.9579 -0.5183  0.11

LUMO energy (spin up / spin down): -1.5 / -3.0 eV
Kohn-Sham gap (spin up / spin down): 0.30531 / 0.24140 Ha

---

(2)
# C2H2N4O2

One molecule with the formula C2H2N4O2 (ωB97M-V/def2-TZVPD, the OMol25 dataset).

Last column: Löwdin charge in e.
CARTESIAN COORDINATES (ANGSTROEM)
O: 1.6032 1.8420 1.1094  0.02
C: 1.7107 1.3747 -0.0235  -0.35
N: 0.7075 0.8177 -0.7837  0.16
C: -0.1074 -0.0514 -0.2852  -0.43
N: -0.0516 -0.7195 0.9244  0.14
N: -0.9523 -1.4823 0.9369  0.05
N: -1.7202 -1.4529 -0.2334  0.05
O: -1.1248 -0.4447 -0.9736  0.09
H: 2.6526 1.5096 -0.6002  0.12
H: -2.7177 -1.3931 -0.0712  0.15

structure (SMILES): O=C/N=c1\nn[nH]o1
LUMO energy: -0.6 eV
Kohn-Sham gap: 0.34819 Ha

---

Top of the stability list: (2), leading by 2.835 eV.

---

(1)
# C4H8N2O2S

A 2-piece molecular cluster, C4H8N2O2S overall (ωB97M-V/def2-TZVPD, the OMol25 dataset).

Last column: Löwdin charge in e.
CARTESIAN COORDINATES (ANGSTROEM)
C: 2.2201 -0.4198 0.0072  -0.02
C: 1.3037 0.2919 -0.7748  -0.16
C: 1.6663 -0.6737 1.3297  -0.13
C: 0.3687 0.2153 1.2661  -0.21
N: 0.3000 0.7187 -0.0501  -0.05
N: -2.9205 1.0083 -1.2035  -0.10
O: -1.5877 -1.0607 -1.9725  -0.40
O: -2.3838 -1.0817 0.5171  -0.39
S: -1.8363 -0.3582 -0.7042  0.80
H: 3.1320 -0.7787 -0.4793  0.11
H: 1.3339 0.6548 -1.7800  0.11
H: 1.4416 -1.6869 1.1996  0.11
H: 2.3045 -0.4874 2.1191  0.09
H: -0.5490 -0.2848 1.4624  0.06
H: 0.5795 1.0104 1.9741  0.12
H: -2.8538 1.1513 -2.2068  0.04
H: -2.5192 1.7813 -0.7041  0.02

LUMO energy (spin up / spin down): -1.4 / -0.8 eV
Kohn-Sham gap (spin up / spin down): 0.25794 / 0.28203 Ha

---

(2)
# C4H8N2O2S

A 2-piece molecular cluster, C4H8N2O2S overall (ωB97M-V/def2-TZVPD, the OMol25 dataset).

Last column: Löwdin charge in e.
CARTESIAN COORDINATES (ANGSTROEM)
N: 2.0639 -1.4435 1.0537  0.15
C: 2.0134 -0.4059 0.3059  -0.74
S: 2.8630 0.0154 -1.0684  0.71
C: 0.9711 0.6845 0.7967  -0.64
O: 0.3676 0.4065 1.7903  0.11
O: 0.9297 1.7526 0.1202  0.08
H: 2.9044 -2.0380 1.0192  0.15
H: 1.5211 -1.3620 1.8452  0.08
H: 1.6734 1.6101 -0.5791  0.04
C: -1.8888 -1.0118 -1.1036  -0.03
C: -1.6082 0.2579 -0.7743  -0.34
N: -2.1328 1.1572 0.1578  0.05
H: -2.7561 -1.6350 -0.8143  0.06
H: -1.0716 -1.3805 -1.6467  0.01
H: -0.6173 0.5624 -1.3375  0.13
H: -2.2194 2.0372 -0.3248  0.08
H: -3.0135 0.7927 0.5598  0.11

structure (SMILES): NC(=S)C(=O)O.C=CN
LUMO energy: -0.2 eV
Kohn-Sham gap: 0.30580 Ha

---

Top of the stability list: (2), leading by 3.029 eV.

---

(1)
# CHF3N2

One molecule with the formula CHF3N2 (ωB97M-V/def2-TZVPD, the OMol25 dataset).

Last column: Löwdin charge in e.
CARTESIAN COORDINATES (ANGSTROEM)
F: 0.5913 -2.0634 -0.6959  -0.05
N: 1.3015 -0.9417 -0.7985  0.06
C: 0.6143 -0.0232 -0.2489  -0.14
N: 1.2433 1.1253 0.0980  -0.09
F: 2.3402 1.3452 -0.6378  0.06
F: 0.3873 2.1957 -0.1441  0.01
H: -0.4425 -0.2203 -0.2273  0.15

structure (SMILES): F/N=C/N(F)F
LUMO energy: 0.2 eV
Kohn-Sham gap: 0.40457 Ha

---

(2)
# CHF3N2

A 2-piece molecular cluster, CHF3N2 overall (ωB97M-V/def2-TZVPD, the OMol25 dataset).

Last column: Löwdin charge in e.
CARTESIAN COORDINATES (ANGSTROEM)
N: 1.3318 -0.4829 3.8383  0.17
C: 0.5302 -0.9446 3.1879  -0.39
F: -0.3162 -1.5384 2.5063  0.20
F: 0.1811 -1.0741 -0.6922  -0.07
N: 0.3079 0.1722 -0.0910  0.01
F: 1.6051 0.2301 0.3789  -0.06
H: 0.3174 0.7074 -1.0013  0.14

structure (SMILES): N#CF.FNF
LUMO energy: 0.7 eV
Kohn-Sham gap: 0.45444 Ha

---

Top of the stability list: (2), leading by 1.297 eV.

---

(1)
# H7O3S

A 4-piece molecular cluster, H7O3S overall (ωB97M-V/def2-TZVPD, the OMol25 dataset).

Last column: Löwdin charge in e.
CARTESIAN COORDINATES (ANGSTROEM)
S: 0.3618 1.7619 -0.3786  -0.07
H: -0.0374 2.7866 0.3838  -0.43
H: 1.0960 -1.0403 1.1250  0.02
H: 0.8129 -1.1650 -0.2821  -0.05
O: 1.0161 -1.7273 0.4394  -0.08
H: -0.3804 0.6289 -2.2831  -0.11
H: 0.4234 -0.5730 -2.7403  0.01
O: -0.4887 -0.2789 -2.6452  -0.15
H: -0.7743 -0.8723 1.9681  0.00
H: -1.0021 0.6042 1.8870  -0.02
O: -1.0274 -0.1248 2.5259  -0.11

net charge: -1
LUMO energy: 4.0 eV
Kohn-Sham gap: 0.27894 Ha

---

(2)
# H7O3S

A 4-piece molecular cluster, H7O3S overall (ωB97M-V/def2-TZVPD, the OMol25 dataset).

Last column: Löwdin charge in e.
CARTESIAN COORDINATES (ANGSTROEM)
S: -1.6632 -0.9037 -0.1272  0.00
H: -1.3211 -1.4666 -1.2414  -0.44
H: -0.2822 -0.3197 1.5950  -0.07
H: 0.5095 1.1460 1.9346  0.05
O: 0.5842 0.1334 1.9698  -0.22
H: -0.3614 2.4445 -1.3706  -0.01
H: -0.1021 1.6200 -0.1739  -0.03
O: -0.2008 2.5356 -0.4688  -0.07
H: 0.9397 -1.0742 -0.3150  -0.04
H: 0.5434 -2.3749 -0.8713  0.03
O: 1.3542 -1.7406 -0.9314  -0.20

net charge: -1
LUMO energy: 4.1 eV
Kohn-Sham gap: 0.28607 Ha

---

Top of the stability list: (1), leading by 0.452 eV.

---

(1)
# C6H10N2O2

One molecule with the formula C6H10N2O2 (ωB97M-V/def2-TZVPD, the OMol25 dataset).

Last column: Löwdin charge in e.
CARTESIAN COORDINATES (ANGSTROEM)
N: -1.5484 -2.5634 0.3713  0.04
C: -1.7700 -1.3457 -0.3372  -0.21
N: -0.5919 -0.4537 -0.4205  -0.04
C: -0.2046 0.2018 -1.4546  0.02
C: 0.9402 1.1073 -1.1356  -0.07
C: 0.6952 1.2905 0.3764  -0.22
C: 1.8198 1.9348 1.2263  -0.73
O: 2.4364 1.1220 1.9350  -0.03
O: 1.9036 3.1534 1.0782  -0.02
C: 0.3114 -0.1383 0.7354  -0.06
H: -0.6821 -3.0276 0.1334  0.09
H: -1.6073 -2.4506 1.3737  0.08
H: -2.0965 -1.5349 -1.3653  0.13
H: -2.5556 -0.7733 0.1646  0.14
H: -0.7160 0.0829 -2.4094  0.15
H: 0.9016 2.0411 -1.6968  0.13
H: 1.8802 0.5618 -1.3201  0.15
H: -0.2139 1.9078 0.4409  0.15
H: -0.1003 -0.3474 1.7193  0.14
H: 1.1981 -0.7684 0.5852  0.14

LUMO energy: -0.9 eV
Kohn-Sham gap: 0.25410 Ha

---

(2)
# C6H10N2O2

One molecule with the formula C6H10N2O2 (ωB97M-V/def2-TZVPD, the OMol25 dataset).

Last column: Löwdin charge in e.
CARTESIAN COORDINATES (ANGSTROEM)
H: 2.3352 1.6478 0.5988  0.05
N: 2.9528 0.9364 0.2170  0.11
C: 2.4418 -0.2625 0.2781  -0.49
O: 3.3397 -1.0732 -0.2505  -0.04
C: 1.0225 -0.6031 -0.1015  -0.06
C: -0.0166 0.3526 0.4432  -0.26
O: -0.0839 1.6008 -0.2775  -0.08
C: -1.4831 1.4339 -0.5817  -0.08
C: -1.4747 0.0720 0.0904  -0.40
C: -2.1310 -1.1953 -0.2690  -0.09
N: -2.5097 -0.4538 0.9416  0.07
H: 4.0404 -0.1397 -0.5006  0.24
H: 0.9394 -0.6543 -1.1979  0.15
H: 0.8257 -1.6185 0.2736  0.13
H: 0.1385 0.5351 1.5202  0.16
H: -2.1077 2.1879 -0.0804  0.13
H: -1.6710 1.4437 -1.6647  0.12
H: -2.8785 -1.2051 -1.0651  0.11
H: -1.5617 -2.1204 -0.1512  0.11
H: -2.1180 -0.8843 1.7771  0.10

structure (SMILES): [H]/N=C(/O)C[C@H]1OC[C@@]12CN2
LUMO energy: 0.5 eV
Kohn-Sham gap: 0.37865 Ha

---

(3)
# C6H10N2O2

One molecule with the formula C6H10N2O2 (ωB97M-V/def2-TZVPD, the OMol25 dataset).

Last column: Löwdin charge in e.
CARTESIAN COORDINATES (ANGSTROEM)
C: -1.8507 1.4007 1.6640  0.01
C: -0.9509 0.4154 1.0357  -0.44
O: -0.8112 -0.7239 1.5520  -0.01
N: -0.1271 0.7710 0.0197  -0.01
N: -0.1213 1.8937 -0.6827  0.12
C: 0.6417 1.7107 -1.6810  -0.16
O: 1.1172 0.4699 -1.8140  0.03
C: 0.6861 -0.2974 -0.7034  -0.42
C: 1.7462 -1.0843 0.1206  0.01
C: -0.2640 -1.4849 -1.1166  -0.02
H: -2.7019 1.4962 0.9647  0.11
H: -1.4500 2.3103 1.8500  0.04
H: -2.2536 1.0458 2.6059  0.09
H: 0.8558 2.3273 -2.5300  0.14
H: 1.1241 -1.3945 0.9566  0.07
H: 2.5816 -0.3664 0.2412  0.10
H: 1.9745 -2.0576 -0.3323  0.08
H: -1.0409 -1.2848 -1.8890  0.10
H: -0.7854 -1.7493 -0.1742  0.07
H: 0.2983 -2.4026 -1.3651  0.08

structure (SMILES): CC(=O)N1N=COC1(C)C
LUMO energy: 0.9 eV
Kohn-Sham gap: 0.34716 Ha

---

Top of the stability list: (3), leading by 0.061 eV.